[1]
ORCA calculation (ωB97M-V with the def2-TZVPD basis set) on C41H29BaFN9Si as an isolated structure in a non-equilibrium geometry.

- orbital gap (eV) = 4.915
- electronic energy (eV) = -67695.1013
- energy relative to the best compared isomer or geometry (same formula, charge and spin) (eV) = 0.0000

The geometry in ORCA input format:
```
! RIJCOSX wB97M-V def2-TZVPD def2/J DEFGRID3
* xyz -1 1
Ba -0.6100 -0.6144 -0.1659
C -0.8675 -5.7082 4.4133
C -2.2355 -5.4088 4.4706
C -2.7309 -4.2345 3.9349
C -1.8411 -3.3548 3.3256
C -1.9940 -2.0533 2.6905
N -3.1079 -1.2827 2.7684
C -3.2785 -0.1004 2.2472
C -4.2646 0.8947 2.7101
C -5.2548 0.8622 3.6745
C -5.9909 2.0196 3.9010
C -5.7302 3.1899 3.1906
C -4.7226 3.2318 2.2333
C -4.0005 2.0774 1.9977
C -2.8735 1.7695 1.0950
N -2.3205 2.6541 0.2380
C -1.0725 2.6016 -0.1800
N -0.0753 1.8500 0.3276
C 1.1067 2.1125 -0.2901
N 2.2779 1.6121 0.0069
C 2.4808 0.5701 0.8522
N 1.6329 -0.3985 1.1198
C 2.1329 -1.3009 2.0207
N 1.5052 -2.3100 2.5660
C 0.1782 -2.5338 2.6049
N -0.7906 -1.6554 2.2559
C -0.4618 -3.6569 3.2695
C 0.0276 -4.8375 3.8198
C 3.5041 -0.8673 2.3327
C 4.4825 -1.3665 3.1743
C 5.6841 -0.6765 3.2692
C 5.8996 0.4977 2.5478
C 4.9169 1.0129 1.7124
C 3.7226 0.3224 1.6074
C 0.8529 3.1386 -1.3339
C 1.6665 3.7174 -2.2858
C 1.0890 4.6166 -3.1766
C -0.2673 4.9193 -3.1097
C -1.0861 4.3331 -2.1498
C -0.5105 3.4441 -1.2658
N -2.5355 0.5021 1.2584
H -0.5102 -6.6356 4.8438
H -2.9100 -6.1110 4.9451
H -3.7852 -3.9923 3.9820
H -5.4425 -0.0453 4.2336
H -6.7782 2.0191 4.6446
H -6.3185 4.0759 3.3940
H -4.5008 4.1374 1.6832
H 1.0861 -5.0611 3.7784
H 4.3052 -2.2723 3.7396
H 6.4688 -1.0510 3.9149
H 6.8473 1.0124 2.6460
H 5.0710 1.9274 1.1539
H 2.7159 3.4581 -2.3418
H 1.6989 5.0783 -3.9426
H -0.6922 5.6108 -3.8261
H -2.1457 4.5470 -2.1002
C 3.3273 -0.1300 -3.2268
Si 2.0064 -1.4818 -3.0611
C 2.0634 -2.5336 -4.6366
C 2.5466 -2.5574 -1.6054
N 0.4298 -0.9237 -2.7369
C -0.3418 -0.2091 -3.5751
C 0.1119 0.4514 -4.7583
C -0.6973 1.1691 -5.6122
C -2.0598 1.3056 -5.3660
C -2.5599 0.7030 -4.2236
C -1.7225 0.0088 -3.3808
F -2.3600 -0.5376 -2.2651
H 4.3283 -0.5684 -3.1758
H 3.2329 0.5822 -2.4021
H 3.2602 0.4258 -4.1642
H 3.0783 -2.8500 -4.8898
H 1.6584 -1.9850 -5.4892
H 1.4557 -3.4318 -4.5025
H 3.2215 -3.3502 -1.9366
H 1.6949 -3.0445 -1.1231
H 3.0730 -1.9736 -0.8471
H 1.1684 0.3758 -4.9836
H -0.2531 1.6320 -6.4860
H -2.7050 1.8641 -6.0296
H -3.6054 0.7718 -3.9494
*
```



[2]
ORCA calculation (ωB97M-V with the def2-TZVPD basis set) on C41H29BiFIN2O8Te as an isolated structure.

- orbital gap (eV) = 5.961
- electronic energy (eV) = -86303.3817
- energy relative to the best compared isomer or geometry (same formula, charge and spin) (eV) = 0.0000

The geometry in ORCA input format:
```
! RIJCOSX wB97M-V def2-TZVPD def2/J DEFGRID3
* xyz -2 1
Bi 0.5558 -0.6611 -1.5516
O 1.4248 -0.0782 0.3229
C 1.2604 -0.4296 1.5722
C 1.5119 0.5388 2.5659
C 1.3688 0.2483 3.9051
C 0.9638 -1.0235 4.3162
C 0.7299 -1.9846 3.3529
C 0.8794 -1.7261 1.9857
C 0.6348 -2.8360 1.0794
N 0.6908 -2.8088 -0.1975
N 0.3675 -4.0207 -0.7921
C 0.1884 -3.9098 -2.0879
O 0.2849 -2.8669 -2.8028
C -0.2535 -5.1792 -2.7680
C -0.4529 -6.3664 -2.0672
C -0.9309 -7.4925 -2.7190
C -1.2157 -7.4475 -4.0798
C -1.0123 -6.2687 -4.7828
C -0.5345 -5.1413 -4.1287
H 1.8103 1.5229 2.2256
H 1.5589 1.0222 4.6410
H 0.8358 -1.2532 5.3667
H 0.4143 -2.9800 3.6478
H 0.3594 -3.7849 1.5424
H -0.2433 -6.3749 -1.0060
H -1.0895 -8.4101 -2.1634
H -1.5988 -8.3256 -4.5870
H -1.2433 -6.2219 -5.8401
H -0.3873 -4.2036 -4.6481
Te -1.5438 2.0192 0.6943
C -2.3468 2.5409 2.5963
C -3.1717 3.6422 2.8223
C -3.7069 3.8838 4.0797
C -3.4455 3.0115 5.1297
C -2.6390 1.9039 4.9120
C -2.0856 1.6750 3.6577
C -0.8038 3.9607 0.2878
C -0.5730 4.3135 -1.0425
C -0.0445 5.5578 -1.3564
C 0.2582 6.4713 -0.3545
C 0.0387 6.1212 0.9705
C -0.4823 4.8735 1.2898
H -3.3937 4.3198 2.0056
H -4.3395 4.7502 4.2380
H -3.8699 3.1952 6.1098
H -2.4269 1.2150 5.7213
H -1.4377 0.8188 3.5058
H -0.7759 3.5926 -1.8243
H 0.1437 5.8082 -2.3940
H 0.6791 7.4383 -0.6025
H 0.2913 6.8134 1.7655
H -0.6270 4.6084 2.3299
I -4.7296 -4.9246 -5.2972
C -3.8972 -3.9662 -3.6260
C -3.4955 -2.6458 -3.7360
C -2.9338 -2.0216 -2.6297
C -2.7945 -2.7012 -1.4271
C -3.2058 -4.0251 -1.3435
C -3.7498 -4.6724 -2.4424
C -2.1897 -2.0196 -0.2074
O -2.4208 -2.4978 0.8975
O -1.4960 -0.9657 -0.4463
H -3.6037 -2.1114 -4.6703
H -2.6004 -0.9934 -2.6967
H -3.0710 -4.5435 -0.4031
H -4.0359 -5.7143 -2.3839
O 4.8719 -0.2335 -2.1219
C 3.8193 0.3512 -1.8783
O 2.6591 0.0080 -2.3119
C 3.8881 1.6147 -1.0292
C 2.7872 2.4427 -0.8475
C 2.8585 3.5970 -0.0605
C 4.0719 3.8728 0.5171
O 4.4103 4.9114 1.3725
C 5.8265 4.8717 1.3969
O 6.2345 3.5535 1.0845
C 5.1700 3.0536 0.3387
C 5.1155 1.9193 -0.4251
H 1.8436 2.1856 -1.3118
H 1.9975 4.2330 0.0936
H 6.1810 5.1380 2.3915
H 6.2182 5.5635 0.6346
H 5.9581 1.2591 -0.5735
F -0.2631 1.3894 -1.7008
*
```



[3]
ORCA calculation (ωB97M-V with the def2-TZVPD basis set) on C41H30CeIN5O2P as an isolated structure.

- orbital gap (spin up / spin down) (eV) = 5.340 / 5.356
- electronic energy (eV) = -84845.7291
- energy relative to the best compared isomer or geometry (same formula, charge and spin) (eV) = 0.0000

The geometry in ORCA input format:
```
! RIJCOSX wB97M-V def2-TZVPD def2/J DEFGRID3
* xyz 3 1
Ce -0.9933 -0.1189 -0.9778
O -4.8408 0.9578 -2.7266
C -3.8699 0.4093 -2.3065
N -2.6172 1.0250 -2.0594
C -2.4922 2.4361 -2.1675
O -3.3796 3.2328 -2.1681
C -1.0530 2.8765 -2.2416
C -0.7785 4.1931 -2.5420
C 0.5470 4.5671 -2.7127
C 1.5394 3.6040 -2.5863
C 1.1842 2.3146 -2.2479
N -0.0935 1.9483 -2.0525
C -3.8765 -1.0736 -2.0181
C -5.0829 -1.7380 -2.0974
C -5.1057 -3.1031 -1.8525
C -3.9192 -3.7513 -1.5285
C -2.7578 -3.0151 -1.4433
N -2.7225 -1.6898 -1.6827
H -1.6022 4.8821 -2.6683
H 0.8001 5.5884 -2.9660
H 2.5806 3.8441 -2.7493
H 1.9385 1.5475 -2.1385
H -5.9665 -1.1770 -2.3690
H -6.0333 -3.6571 -1.9181
H -3.8901 -4.8175 -1.3515
H -1.8179 -3.4937 -1.1897
I 0.8643 -2.0264 -2.7099
C 2.9677 -2.0340 -2.4897
C 3.5286 -2.5526 -3.6222
C 4.9117 -2.8204 -3.6529
C 5.6455 -2.6098 -2.5282
C 5.0602 -2.0794 -1.3504
C 5.8694 -1.9430 -0.1970
C 5.3625 -1.4668 0.9743
C 4.0287 -1.0343 1.0051
C 3.2054 -1.1129 -0.0994
P 1.6350 -0.2686 0.1872
C 1.9554 1.4395 0.6417
C 3.2094 2.0386 0.5721
C 3.3387 3.3960 0.8459
C 2.2266 4.1585 1.1754
C 0.9646 3.5730 1.2290
C 0.8403 2.2223 0.9603
C 0.9387 -1.1285 1.6150
C 0.7773 -2.5127 1.4602
C 0.3481 -3.2866 2.5256
C 0.0462 -2.6777 3.7401
C 0.1838 -1.3033 3.8901
C 0.6391 -0.5230 2.8338
C 3.6809 -1.7100 -1.3072
H 2.9284 -2.7859 -4.4913
H 5.3574 -3.2212 -4.5525
H 6.6999 -2.8541 -2.5085
H 6.9066 -2.2475 -0.2634
H 5.9757 -1.3948 1.8617
H 3.6510 -0.6064 1.9280
H 4.0844 1.4599 0.3082
H 4.3165 3.8578 0.8059
H 2.3421 5.2108 1.3992
H 0.0971 4.1636 1.4937
H -0.1474 1.7671 1.0288
H 1.0742 -2.9974 0.5342
H 0.2798 -4.3628 2.4251
H -0.2688 -3.2817 4.5817
H -0.0303 -0.8390 4.8440
H 0.7855 0.5399 2.9775
N -3.4286 -1.4325 2.7948
C -2.6207 -1.7429 1.7808
N -2.2302 -0.6720 1.1069
C -2.8637 0.4164 1.7377
C -2.8678 1.7754 1.4163
C -3.6142 2.6183 2.2118
C -4.3449 2.1278 3.3094
C -4.3617 0.7864 3.6271
C -3.6105 -0.0516 2.8085
H -3.8489 -2.0977 3.4266
H -2.3337 -2.7564 1.5599
H -2.3408 2.1857 0.5580
H -3.6555 3.6741 1.9817
H -4.9181 2.8209 3.9094
H -4.9376 0.4105 4.4619
*
```



[4]
ORCA calculation (ωB97M-V with the def2-TZVPD basis set) on C41H31AsBBr2CaClN6O2 as an isolated structure in a non-equilibrium geometry.

- orbital gap (eV) = 6.920
- electronic energy (eV) = -288622.9598
- energy relative to the best compared isomer or geometry (same formula, charge and spin) (eV) = 0.0000

The geometry in ORCA input format:
```
! RIJCOSX wB97M-V def2-TZVPD def2/J DEFGRID3
* xyz 0 1
Ca 1.2240 0.3666 0.4939
Br 1.1766 2.0022 7.3540
C 1.0638 1.6024 5.5239
C 0.5658 0.3858 5.1105
C 0.5320 0.1467 3.7494
N 0.9445 1.0249 2.8277
C 1.3998 2.2169 3.2541
C 1.4856 2.5365 4.5977
C 1.8167 3.2085 2.1916
C 2.1207 4.5226 2.5078
C 2.5053 5.3669 1.4822
Br 2.9215 7.1558 1.8691
C 2.5829 4.9049 0.1854
C 2.2542 3.5795 -0.0351
N 1.8732 2.7485 0.9368
H 0.2250 -0.3589 5.8146
H 0.1598 -0.8001 3.3773
H 1.8791 3.4850 4.9305
H 2.0542 4.8981 3.5176
H 2.8842 5.5455 -0.6309
H 2.2958 3.1604 -1.0355
Cl -1.9824 4.2639 -5.1979
C -1.1528 3.2003 -4.0812
C -0.2534 2.2390 -4.5747
C 0.4026 1.3812 -3.7288
C 0.2029 1.4397 -2.3262
O 0.8157 0.6283 -1.5286
C -0.7160 2.4145 -1.8511
C -1.1108 2.5077 -0.4573
O -0.7063 1.8128 0.4689
C -1.3812 3.2801 -2.7413
H -0.0904 2.1786 -5.6442
H 1.0824 0.6270 -4.1060
H -1.8678 3.2783 -0.2377
H -2.0918 4.0014 -2.3495
B 3.5135 -1.6529 -0.6568
N 4.3050 -0.5921 0.1895
C 5.6201 -0.5036 0.4213
C 5.8491 0.5601 1.2775
C 4.5743 1.0717 1.5223
N 3.6352 0.3851 0.8668
N 2.6158 -2.5022 0.3339
C 2.7742 -3.7885 0.6757
C 1.7529 -4.1542 1.5376
C 1.0014 -2.9899 1.6726
N 1.5119 -1.9871 0.9512
H 4.3171 -2.4107 -1.1589
H 2.8017 -1.0965 -1.4561
H 6.2967 -1.2041 -0.0430
H 6.7928 0.9095 1.6630
H 4.2975 1.9122 2.1427
H 3.6028 -4.3505 0.2737
H 1.5805 -5.1152 1.9942
H 0.0937 -2.8412 2.2381
C -4.8498 -4.5810 1.6040
C -4.0202 -4.8416 0.5218
C -3.0839 -3.8983 0.1044
C -2.9750 -2.6850 0.7753
C -3.7964 -2.4348 1.8740
C -4.7354 -3.3730 2.2827
As -1.7436 -1.2554 0.2518
C -1.1233 -2.0029 -1.4531
C -0.1181 -2.9423 -1.6539
C 0.2151 -3.3158 -2.9517
C -0.4403 -2.7439 -4.0366
C -1.4336 -1.7966 -3.8321
C -1.7801 -1.4218 -2.5386
C -2.8066 -0.4037 -2.1872
C -3.5647 0.3274 -3.0980
C -4.4840 1.2609 -2.6404
C -4.6534 1.4702 -1.2734
C -3.8926 0.7493 -0.3597
C -2.9766 -0.1847 -0.8213
H -5.5807 -5.3156 1.9203
H -4.1004 -5.7836 -0.0077
H -2.4515 -4.1153 -0.7456
H -3.7132 -1.5018 2.4208
H -5.3743 -3.1627 3.1321
H 0.4088 -3.3852 -0.8192
H 0.9999 -4.0435 -3.1158
H -0.1681 -3.0280 -5.0456
H -1.9290 -1.3451 -4.6845
H -3.4327 0.1828 -4.1639
H -5.0665 1.8343 -3.3512
H -5.3725 2.2000 -0.9216
H -4.0092 0.9349 0.7014
*
```



[5]
ORCA calculation (ωB97M-V with the def2-TZVPD basis set) on C41H31BrCsF12N3O5S as an isolated structure in a non-equilibrium geometry.

- orbital gap (eV) = 3.896
- electronic energy (eV) = -171766.7162
- energy relative to the best compared isomer or geometry (same formula, charge and spin) (eV) = 1.9842

The geometry in ORCA input format:
```
! RIJCOSX wB97M-V def2-TZVPD def2/J DEFGRID3
* xyz -2 1
Cs 1.3903 -0.1399 0.2237
C -4.3317 3.6983 4.3764
C -3.4222 3.1330 3.3119
C -3.2832 3.7332 2.0651
C -2.3918 3.2165 1.1511
C -1.5714 2.0774 1.3779
N -0.6376 1.8486 0.3666
C -1.0185 1.5284 -0.8651
C -2.3134 1.0070 -1.1738
C -2.6179 0.4389 -2.3954
C -1.6727 0.3530 -3.4071
C -1.9488 -0.3461 -4.7174
C -0.4313 0.9475 -3.1621
C -0.0583 1.5723 -1.9763
C 1.3261 2.3708 -1.9080
O 2.3740 1.8425 -1.2503
C 1.8833 2.5887 -3.3702
F 2.2071 1.4102 -3.9479
F 3.0418 3.2798 -3.3804
F 1.0561 3.2422 -4.2266
C 1.0235 3.8175 -1.3177
F -0.2494 4.2404 -1.4880
F 1.3111 3.8889 -0.0174
F 1.7876 4.8063 -1.8934
C -1.7704 1.4282 2.6307
C -2.6661 1.9995 3.5471
C -1.0769 0.0804 3.0267
O -0.3200 -0.4260 2.0650
C -2.1773 -0.9937 3.3657
F -2.9759 -0.7450 4.4434
F -1.6329 -2.1995 3.6114
F -3.0045 -1.1515 2.3205
C -0.1878 0.3164 4.2981
F -0.8395 0.7008 5.4283
F 0.7197 1.2710 4.0460
F 0.5015 -0.7897 4.6417
H -5.1390 4.2861 3.9332
H -3.7883 4.3547 5.0636
H -4.7805 2.9026 4.9752
H -3.8616 4.6189 1.8140
H -2.2582 3.7065 0.1931
H -3.0638 1.0334 -0.3928
H -3.6217 0.0503 -2.5653
H -3.0241 -0.4480 -4.8870
H -1.5202 -1.3550 -4.7478
H -1.5310 0.2040 -5.5657
H 0.2593 0.9193 -3.9898
H -2.7892 1.5176 4.5064
C 4.0643 -3.2519 -0.8672
O 2.6925 -3.1260 -1.1783
C 1.9200 -4.2314 -1.1069
C 2.3794 -5.5191 -0.9241
C 1.4433 -6.5530 -0.8310
Br 2.0798 -8.3337 -0.6038
C 0.0966 -6.3210 -0.8799
C -0.3764 -5.0100 -1.0528
C 0.5334 -3.9689 -1.2098
O 0.1887 -2.7094 -1.4181
C -1.7882 -4.6666 -0.9993
N -2.2364 -3.4513 -1.1594
C -3.5967 -3.5050 -0.9441
C -4.5416 -2.4852 -0.9421
C -5.8530 -2.8327 -0.6780
C -6.2246 -4.1597 -0.4166
C -5.2920 -5.1831 -0.4038
C -3.9761 -4.8285 -0.6675
N -2.7987 -5.5507 -0.7187
H 4.5867 -3.8778 -1.5965
H 4.2063 -3.6676 0.1342
H 4.4729 -2.2465 -0.9025
H 3.4339 -5.7305 -0.8435
H -0.5925 -7.1490 -0.7802
H -0.7957 -2.6089 -1.3898
H -4.2311 -1.4637 -1.1211
H -6.6128 -2.0623 -0.6572
H -7.2617 -4.3875 -0.2067
H -5.5790 -6.2041 -0.1854
H -2.6827 -6.5164 -0.4746
C 5.3562 0.7903 -0.3499
S 4.8392 1.3089 1.3059
O 5.9152 0.8341 2.2307
C 5.1212 3.0641 1.0621
C 5.9868 3.7224 1.9175
C 6.2001 5.0840 1.7424
C 5.5416 5.7645 0.7252
C 4.6648 5.0889 -0.1177
C 4.4443 3.7288 0.0458
H 6.2554 1.3518 -0.5954
H 4.5494 0.8907 -1.0822
H 5.6258 -0.2586 -0.2089
H 6.4865 3.1580 2.6952
H 6.8774 5.6125 2.4026
H 5.7031 6.8282 0.5950
H 4.1335 5.6161 -0.8992
H 3.7362 3.1807 -0.5818
*
```